Computed, not measured: the molecule C6H10O, with ωB97M-V/def2-TZVPD.

Last column: Löwdin charge in e.
CARTESIAN COORDINATES (ANGSTROEM)
C (1.41701, 0.49976, -1.73409)  -0.04
C (0.85051, 0.19699, -0.36215)  -0.36
C (-0.35075, 1.08328, 0.03643)  -0.18
C (-0.88787, 0.64487, 1.35742)  -0.16
C (-0.87516, -0.73167, 1.59880)  -0.25
C (-0.19966, -1.64796, 0.68392)  -0.13
O (0.42284, -1.18673, -0.40441)  -0.05
H (1.77351, 1.53502, -1.76100)  0.09
H (0.64764, 0.37828, -2.50419)  0.09
H (2.25480, -0.16229, -1.97295)  0.08
H (1.63025, 0.28808, 0.40240)  0.15
H (-1.06905, 1.01284, -0.80442)  0.12
H (-0.02875, 2.13107, 0.07193)  0.12
H (-1.12986, 1.33570, 2.15025)  0.08
H (-1.08202, -1.15167, 2.58309)  0.13
H (-0.30843, -2.72793, 0.70494)  0.12
H (-1.73484, -1.17410, 0.89116)  0.20

Calculated values
HOMO-LUMO gap (spin up / spin down), eV: 7.29 / 6.87